Entry 1:
8
Properties=species:S:1:pos:R:3:forces:R:3:mulliken_charge:R:1 method="wB97M-V/def2-TZVPD" smiles="N=C=CCl.Cl" e_above_lowest_kcal_mol=36.2 largest_force_ev_per_a=3.91 homo_ev=-8.7 orbital_gap_ev=9.15
C 0.247897 0.700272 -0.241402 1.8 -2.2 2.7 0.1919
C 0.887801 -0.220936 0.456103 0.8 0.7 -2.4 -0.3625
N -0.425708 1.344154 -0.967209 -1.7 1.2 -2.0 -0.3524
Cl -2.242028 -0.576575 0.884495 -2.8 -0.4 1.6 -0.2759
Cl 2.241093 -0.994561 -0.328994 0.5 -0.2 -1.0 -0.2132
H 0.999802 -0.613404 1.397931 -1.3 0.3 2.4 0.4419
H -3.463823 -0.718437 1.576216 2.6 0.3 -1.5 0.2777
H -0.240768 2.309702 -1.174910 0.2 0.4 0.1 0.2925


Entry 2:
20
Properties=species:S:1:pos:R:3:forces:R:3:mulliken_charge:R:1 method="wB97M-V/def2-TZVPD" e_above_lowest_kcal_mol=24.0 largest_force_ev_per_a=3.29 homo_ev=-8.9 orbital_gap_ev=9.59
C 2.543121 -0.102476 2.483301 -0.1 0.0 0.3 -0.8562
C 2.109299 1.079987 1.664227 0.0 0.6 0.8 0.6085
O 1.633604 0.742562 0.465300 0.9 -2.9 1.2 -0.4160
O 2.197397 2.209396 2.060882 0.0 0.2 -0.3 -0.5427
H 3.631164 -0.141995 2.421416 0.0 -0.5 -0.3 0.2417
H 2.025309 -1.016475 2.206708 0.4 -0.2 -0.3 0.2719
H 2.343450 0.061096 3.541173 -0.2 0.3 -0.1 0.3174
C -3.053317 -0.741416 -1.104747 -0.4 1.1 0.4 -0.8369
C -0.679662 0.163698 -1.366976 -1.0 -1.3 -0.7 0.5778
N -0.012861 0.986213 -2.077579 0.3 0.6 0.4 -0.8107
N -2.085942 0.302455 -1.426381 1.0 -0.3 0.0 -0.2637
N -0.246592 -0.998099 -0.742548 -0.8 0.1 -0.3 -0.3936
H 1.360654 1.419563 -0.096608 -0.8 2.5 -1.3 0.2894
H 0.974259 0.770899 -2.150311 0.0 -0.3 0.1 0.2456
H -2.239787 0.693219 -2.328366 -0.4 0.6 -0.4 0.2827
H 0.541155 -0.954471 -0.143268 0.7 0.3 0.2 0.2787
H -0.997011 -1.546819 -0.363837 0.2 0.0 0.2 0.1431
H -3.632531 -0.431431 -0.232553 0.1 -0.2 0.2 0.2551
H -2.622667 -1.709154 -0.905176 -0.1 -0.4 -0.2 0.3073
H -3.789042 -0.786754 -1.904659 0.2 -0.3 -0.2 0.3006


Entry 3:
28
Properties=species:S:1:pos:R:3:forces:R:3:mulliken_charge:R:1 method="wB97M-V/def2-TZVPD" smiles="CC(C)N1c2ccccc2C=C[C@H]1Br" e_above_lowest_kcal_mol=0.0 largest_force_ev_per_a=6.00 homo_ev=-8.0 orbital_gap_ev=7.63
C -0.007114 1.817217 3.389994 1.3 0.8 2.6 -0.5763
C 0.096650 0.460817 3.239961 -0.6 -0.1 5.8 -0.5828
C 0.035682 2.646438 2.336091 -0.9 1.3 -1.1 -0.7312
C 0.041895 -0.090008 2.056318 0.4 -3.9 -2.4 -0.6258
C -0.059724 2.097950 1.052288 1.0 0.1 -0.9 0.8082
C -0.027118 0.677757 0.921466 -0.4 1.3 -2.4 1.1739
C -0.029841 2.973233 -0.127579 -0.8 -4.6 0.7 -0.5474
C -0.069631 2.399805 -1.360015 0.5 4.2 1.1 -0.6766
C 0.281183 1.076542 -1.545146 -0.7 -5.9 0.9 -0.2604
C 1.183574 -2.025757 -0.680782 2.6 0.1 -0.8 -1.2273
C -1.053865 -1.546986 -1.830338 0.6 -0.2 0.3 -1.7269
C -0.164453 -1.268062 -0.583941 1.4 -0.9 -2.6 0.1670
N -0.123122 0.121076 -0.378651 1.7 5.2 -1.4 0.3116
Br 2.563878 1.063346 -1.687235 -0.8 0.0 -0.1 -0.3243
H 0.141908 2.164554 4.420159 -0.4 0.3 -0.5 0.3092
H 0.124759 -0.071234 4.297842 0.1 0.4 -2.8 0.2162
H 0.011878 3.741164 2.461320 0.2 -0.6 -0.1 0.3161
H 0.142848 -1.188014 1.958117 -0.1 0.8 0.1 0.1532
H 0.057269 3.966793 0.103600 -0.2 2.5 -0.1 0.5174
H -0.000363 3.172700 -2.124086 0.0 -0.8 -0.6 0.2479
H 0.044091 0.540905 -2.526599 0.6 1.1 1.7 0.3473
H 1.555789 -1.984975 -1.778376 -0.4 -0.1 1.8 0.3335
H 2.069726 -1.586753 -0.035026 -2.0 -0.6 -1.2 0.2622
H 1.121071 -3.118912 -0.391664 -0.3 1.2 -0.4 0.3564
H -0.678890 -1.233507 -2.849340 -0.1 -0.1 1.4 0.4125
H -2.002589 -1.096648 -1.606972 -0.6 0.3 -0.3 0.4329
H -1.197086 -2.607218 -1.895888 -0.2 -0.7 -0.1 0.4638
H -0.557742 -1.617635 0.304657 -1.7 -1.1 1.3 0.4499


Entry 4:
88
Properties=species:S:1:pos:R:3:forces:R:3:mulliken_charge:R:1 method="wB97M-V/def2-TZVPD" e_above_lowest_kcal_mol=0.0 total_charge=+1 largest_force_ev_per_a=5.18 homo_ev=-8.6 orbital_gap_ev=5.61
C -1.473889 -1.275281 -2.301087 -0.4 -0.3 -0.7 -0.8547
C 0.776917 -1.854154 -1.954553 1.1 0.8 0.9 -0.0875
C -1.615124 -2.218571 -3.315916 -0.8 1.0 0.6 -0.6338
C 0.631894 -2.917258 -2.889383 -0.5 -0.6 -0.6 -1.3110
C -0.559202 -3.099217 -3.561899 1.0 -0.1 0.4 -1.0044
H -2.554354 -2.261954 -3.861359 0.2 -0.1 0.0 0.4961
H 1.497516 -3.551899 -3.069744 -0.2 0.1 -0.1 0.4920
H -0.684284 -3.898920 -4.288367 0.1 0.1 0.1 0.4085
N -0.357662 -1.177292 -1.557930 0.1 0.4 0.2 1.3468
P -2.921956 -0.001126 -0.234662 -0.1 0.0 -0.4 1.0578
P 2.837154 -0.272517 -0.490988 -0.1 -0.5 1.1 0.3516
C -2.590898 -0.255397 -2.031402 0.5 -0.2 -0.4 -0.5243
H -2.288998 0.716926 -2.460894 0.0 -0.4 0.2 0.3064
H -3.506387 -0.557374 -2.559769 0.3 0.2 0.2 0.6111
C 2.080630 -1.513551 -1.466392 -0.9 -1.8 -0.1 -0.7731
H 2.815600 -2.301011 -1.703586 -0.3 0.3 -0.3 0.5568
C 4.214225 0.317275 -1.701270 0.1 -0.1 0.7 1.9402
C 3.551403 -1.206064 1.069543 0.2 0.4 -1.3 1.9202
C -3.883184 1.642506 -0.261445 -0.1 -0.6 0.2 1.6707
C -4.016063 -1.527629 0.112896 0.1 0.6 0.1 1.6504
C 4.398563 1.815636 -1.410361 0.3 0.0 -0.1 -1.6523
H 4.781317 1.989162 -0.395310 -0.1 0.0 -0.2 0.3190
H 5.123921 2.230900 -2.124675 -0.1 0.0 0.2 0.5050
H 3.454098 2.364062 -1.515285 0.2 -0.1 0.0 0.2162
C 5.546916 -0.422274 -1.538815 0.3 0.2 -0.3 -1.9241
H 5.995105 -0.312201 -0.544830 -0.1 -0.1 -0.3 0.3710
H 5.464113 -1.489152 -1.782568 -0.1 0.3 0.1 0.3427
H 6.257368 0.012044 -2.260699 -0.1 -0.1 0.2 0.4973
C 3.750493 0.126884 -3.148910 0.0 0.0 0.0 -2.0553
H 4.490716 0.589253 -3.818397 -0.1 0.0 0.1 0.5985
H 3.661159 -0.931324 -3.421491 0.0 0.3 0.1 0.3350
H 2.786007 0.608890 -3.327157 0.3 -0.2 0.0 0.2495
C 4.498262 -0.244692 1.805457 0.0 -0.2 0.2 -1.4531
H 3.968629 0.633868 2.200112 0.0 -0.1 -0.1 0.1941
H 4.957496 -0.768422 2.657275 -0.1 0.2 -0.1 0.4733
H 5.313485 0.124234 1.169989 -0.3 -0.2 0.2 0.2232
C 2.355473 -1.560810 1.973754 0.1 0.0 0.0 -1.8824
H 1.837788 -0.668491 2.367654 0.2 -0.1 -0.1 0.1885
H 1.629152 -2.215682 1.465664 0.2 0.0 -0.1 0.2492
H 2.719304 -2.120061 2.849176 -0.1 0.1 -0.2 0.6611
C 4.267865 -2.499624 0.684352 0.3 -0.2 0.5 -1.8037
H 5.169131 -2.331172 0.084918 -0.3 0.0 0.2 0.2887
H 4.590442 -3.004962 1.608011 0.0 0.0 -0.2 0.5465
H 3.609954 -3.189120 0.145134 0.1 0.2 0.1 0.3087
C -4.759013 -1.308344 1.441298 -0.1 -0.2 0.0 -1.7324
H -5.302389 -2.233167 1.688926 0.1 0.2 0.0 0.5122
H -4.068282 -1.101339 2.269969 -0.2 0.0 -0.2 0.2297
H -5.500019 -0.499985 1.385168 0.2 -0.2 0.0 0.2852
C -3.064255 -2.731334 0.259299 0.0 0.0 0.0 -1.3125
H -2.544883 -2.957658 -0.680640 -0.1 0.1 0.2 0.2941
H -2.316501 -2.575255 1.051804 -0.2 -0.1 -0.3 0.0426
H -3.664365 -3.612837 0.532444 0.2 0.2 0.0 0.4995
C -5.017737 -1.845680 -1.005570 -0.2 -0.2 0.1 -1.7638
H -5.648525 -2.680766 -0.662291 0.1 0.2 -0.1 0.5335
H -5.684225 -1.008328 -1.241043 0.2 -0.3 0.1 0.2395
H -4.524950 -2.177733 -1.928348 -0.1 0.1 0.3 0.3357
C -3.080536 2.690617 -1.067069 -0.1 -0.1 0.1 -1.9519
H -3.216525 2.567572 -2.150375 0.1 0.0 0.3 0.3621
H -3.453638 3.694005 -0.808286 0.1 -0.3 0.0 0.5708
H -2.002038 2.663953 -0.844462 -0.2 0.0 0.0 0.2326
C -4.016461 2.120126 1.197182 -0.1 0.1 -0.1 -1.6531
H -3.031750 2.294074 1.655509 -0.2 0.0 -0.1 0.2263
H -4.566821 3.072327 1.203884 0.1 -0.2 0.1 0.5074
H -4.566633 1.407435 1.824804 0.2 0.2 -0.2 0.3164
C -5.273187 1.480240 -0.886963 -0.2 0.5 0.0 -1.9243
H -5.227644 1.101627 -1.917669 0.0 0.1 0.3 0.3236
H -5.936584 0.839527 -0.290800 0.2 0.2 -0.2 0.3239
H -5.741926 2.476367 -0.926321 0.0 -0.2 0.0 0.5274
Ca -0.033909 -0.091176 0.627014 0.4 -0.8 -0.6 1.4750
C -1.146793 -1.225763 2.726499 -1.8 -1.7 3.6 0.1198
O -1.661946 -1.674700 3.653679 1.7 1.5 -3.1 -0.1316
N 0.716019 1.434372 -0.860768 0.6 1.3 -5.0 -0.3847
C 0.913266 1.596408 -2.022369 -1.9 1.0 4.4 0.3622
C 0.843527 2.330683 -3.240836 0.0 -0.1 -1.6 0.5482
C 0.627843 3.717019 -3.147517 0.1 0.2 0.0 -0.5552
C 0.955962 1.722865 -4.509946 0.1 0.3 0.1 0.0016
C 0.605924 4.501036 -4.302626 0.0 -0.4 0.0 -0.6822
H 0.477077 4.165860 -2.160927 0.1 -0.1 -0.4 0.3929
C 0.975933 2.518649 -5.658592 -0.2 0.1 0.3 -0.8888
H 1.029092 0.635829 -4.586205 0.1 0.4 0.0 0.5843
C 0.803889 3.905815 -5.556681 0.0 -0.1 0.3 -0.4269
H 0.435983 5.575545 -4.219832 0.1 -0.3 0.0 0.4163
H 1.124681 2.058520 -6.636538 -0.1 0.1 0.3 0.4278
H 0.818880 4.530130 -6.452576 0.0 -0.2 0.3 0.4046
N 0.729846 1.742672 2.137690 -0.1 0.3 0.4 -0.7616
H 1.738423 1.743829 2.316715 -0.4 -0.1 -0.1 0.1662
H 0.259121 1.890270 3.035959 0.3 0.1 -0.3 0.2365
H 0.550875 2.569958 1.563011 0.1 -0.2 0.2 0.2549


Entry 5:
41
Properties=species:S:1:pos:R:3:forces:R:3:mulliken_charge:R:1 method="wB97M-V/def2-TZVPD" e_above_lowest_kcal_mol=0.0 total_charge=+3 largest_force_ev_per_a=3.80 homo_ev=-18.2 orbital_gap_ev=4.97
C -0.083857 -0.075986 -5.239194 0.4 -0.2 0.0 -0.8019
I -0.701269 -0.091767 -3.116056 -0.2 -0.1 -0.4 0.2834
H 0.997922 0.043308 -5.266922 -0.2 0.0 0.0 0.3480
H -0.630489 0.762635 -5.654391 0.0 0.1 0.1 0.3444
H -0.429316 -1.042979 -5.603853 0.1 0.1 0.1 0.3587
Sn 0.250343 -0.053905 -0.226881 -1.1 0.1 2.8 0.8132
P 0.264748 2.524463 -0.195020 0.3 2.2 -0.4 0.8346
C -1.366430 3.259172 -0.471307 -0.7 -0.9 0.0 -1.1332
C 0.902358 3.276690 1.327653 0.2 -1.0 0.5 -1.0819
H 1.068560 4.350892 1.164603 -0.2 -0.2 -0.3 0.4897
H 1.356519 4.196740 -1.512645 -0.1 -0.2 0.0 0.4559
H 1.854784 2.807848 1.607025 -0.1 0.2 0.0 0.3796
H 2.345133 2.703795 -1.412356 -0.2 0.2 0.0 0.4042
H -2.038674 2.973047 0.354457 0.2 0.2 -0.2 0.3547
H 0.197074 3.140290 2.158962 0.1 0.0 -0.2 0.2810
C 1.328954 3.099110 -1.549580 0.2 -0.7 0.0 -1.0988
H -1.261254 4.356851 -0.489729 0.2 -0.3 0.1 0.4617
H 0.945689 2.761576 -2.521002 0.0 0.2 0.2 0.3527
H -1.800243 2.928604 -1.428314 0.1 0.2 0.3 0.3831
P 0.276083 -2.613494 0.166711 0.7 -2.3 0.0 0.8197
C -1.324188 -3.448227 -0.006019 -0.6 0.9 -0.2 -1.2360
C 1.377478 -3.377897 -1.061688 0.1 0.7 -0.1 -1.1446
H 1.861871 -2.590551 2.000272 -0.2 -0.1 0.0 0.3730
H 1.078732 -4.187404 1.812160 -0.2 0.1 -0.3 0.5017
H 0.201373 -2.832627 2.588632 0.1 0.0 -0.2 0.2979
C 0.912275 -3.101496 1.796259 0.2 1.0 0.3 -1.0746
H 2.385109 -2.949609 -0.974643 -0.2 -0.2 0.0 0.4074
H 1.418686 -4.454471 -0.846925 -0.1 0.2 0.0 0.4618
H -1.167170 -4.532880 0.107095 0.2 0.3 0.0 0.4479
H -1.768885 -3.253821 -0.993729 0.1 -0.1 0.3 0.4063
H 1.001563 -3.209560 -2.078650 0.1 -0.1 0.2 0.3824
H -2.009333 -3.099747 0.783069 0.2 -0.2 -0.2 0.4028
C -2.272239 -0.197825 -0.330030 -3.4 0.9 -0.6 0.2140
O -3.394351 -0.013759 -0.462628 3.7 -0.7 0.6 -0.0364
Cl -0.800628 1.895821 4.783294 0.2 -0.5 -0.5 -0.0786
C -0.228244 0.290484 4.239861 0.2 0.0 0.1 0.7089
Cl 1.421202 0.025961 4.862316 -0.5 0.1 -0.4 -0.0657
Cl -1.294909 -0.976696 4.907412 0.3 0.3 -0.6 -0.0723
C -0.288647 0.239724 2.642293 -1.3 0.5 1.2 0.1509
O -1.410266 0.419504 2.105119 2.1 -0.5 -0.5 -0.5238
O 0.823944 0.048185 2.034363 -0.6 -0.2 -1.7 -0.7715


Entry 6:
92
Properties=species:S:1:pos:R:3:forces:R:3:mulliken_charge:R:1 method="wB97M-V/def2-TZVPD" smiles=OCCO.OCCO.OCCO.OCCO.OCCO.OCCO.OCCO.OCCO.CO.CO e_above_lowest_kcal_mol=32.4 largest_force_ev_per_a=2.59 homo_ev=-9.6 orbital_gap_ev=9.76
C 3.681683 1.438133 1.862432 -1.1 -0.7 0.9 -0.7753
O 2.597384 1.423689 0.892022 0.7 0.6 0.8 -0.4380
H 3.230828 1.834025 2.765889 0.1 -0.1 0.4 0.2518
H 4.008102 0.406644 2.101625 0.0 0.6 -0.6 0.2198
H 4.488019 2.133751 1.675154 0.3 -0.1 -0.8 0.2890
H 2.120806 2.257061 1.117226 0.2 -0.5 -0.1 0.2607
C 0.570715 -0.275816 -0.251435 0.8 0.9 -0.3 1.0015
O -0.170881 -1.241576 -0.919122 0.0 0.2 -1.6 0.8095
H 1.467343 -0.658106 0.211376 0.1 -0.4 0.5 0.0783
H 0.970182 0.467210 -0.956543 -0.6 -0.3 0.0 -0.3209
H -0.019628 0.251525 0.479899 -0.4 0.3 0.4 -0.5811
H -0.459658 -1.884592 -0.295753 -0.7 -0.8 0.9 -0.5275
C 1.417910 4.695395 1.287120 0.9 0.6 -1.3 -0.7437
C 0.225721 4.123913 0.532167 -0.6 1.0 0.3 0.0268
O -0.768934 3.672566 1.456055 0.2 -1.1 -0.1 -0.6133
O 1.960441 3.744060 2.153463 -0.9 -0.1 0.9 -0.5865
H 1.200387 5.633941 1.842729 -0.2 -0.4 -0.5 0.3069
H 2.240547 4.875503 0.588581 -0.3 0.5 -0.3 0.4435
H 0.483655 3.342545 -0.164304 0.4 -0.6 -0.1 -0.0644
H -0.236353 4.889739 -0.097841 0.0 0.1 0.2 0.4825
H -0.528731 2.742605 1.746132 -0.2 1.1 -0.4 0.2901
H 1.236095 3.721864 2.816026 0.8 -0.9 0.6 0.3516
C -3.381234 -2.129783 1.081550 -0.8 -1.1 0.4 0.2308
C -3.994496 -3.105075 2.120715 2.2 1.4 0.3 -0.7848
O -3.864380 -2.464057 3.397415 -1.2 0.1 -0.3 -0.5632
O -2.003238 -1.983561 1.293824 1.2 0.5 0.5 -0.3471
H -3.897903 -1.175806 1.120082 -0.2 0.1 -0.1 0.0414
H -3.438679 -2.584769 0.107159 -0.5 0.0 -0.6 0.1873
H -3.430528 -4.026086 2.123545 0.3 -0.4 -0.1 0.3322
H -4.998573 -3.368168 1.916637 -1.2 0.1 -0.1 0.4016
H -3.088642 -2.762874 3.849199 0.6 -0.4 0.1 0.3005
H -1.806215 -1.148352 1.742107 -0.3 -0.3 0.0 0.1172
C -1.191416 -4.339997 -1.811725 0.1 1.7 0.5 0.3214
C -2.008991 -3.172667 -2.504453 -0.4 -1.2 1.6 -0.1350
O -1.229215 -2.543875 -3.478543 0.1 0.2 -0.1 -0.7410
O -0.367498 -4.862218 -2.796162 0.4 -2.0 0.7 -0.6158
H -1.798230 -5.095767 -1.292617 -0.2 0.0 -0.7 0.4193
H -0.562618 -3.936557 -0.965171 -0.5 0.0 -0.7 -0.4764
H -2.390416 -2.526455 -1.705978 0.3 0.4 -0.3 -0.1344
H -2.898703 -3.579633 -2.986301 0.2 -0.1 -0.3 0.4848
H -0.541595 -2.020890 -3.044365 -0.1 0.3 0.2 0.2838
H -0.273847 -4.188818 -3.454774 0.1 0.8 -0.8 0.4068
C 1.941889 -3.740792 0.023890 0.1 0.3 0.5 0.2866
C 1.983555 -3.348899 1.504963 -0.3 0.0 -1.5 -0.5118
O 2.797960 -2.217253 1.616889 0.8 0.4 0.4 -0.4717
O 3.302614 -3.892218 -0.336682 0.5 -0.5 -0.5 -0.6268
H 1.472269 -2.945135 -0.581828 0.1 -0.3 0.2 -0.2124
H 1.375900 -4.655416 -0.052893 -0.2 -0.5 -0.3 0.5234
H 2.377927 -4.197266 2.082871 -0.4 0.2 0.1 0.3632
H 0.966947 -3.032996 1.735396 -0.1 -0.3 0.7 0.1273
H 3.604719 -2.448640 1.126378 -0.1 0.2 0.2 0.3217
H 3.424447 -4.389270 -1.160315 -0.3 0.3 0.4 0.3494
C -3.215758 2.379585 -1.119928 0.9 -1.7 0.7 -0.0377
C -3.168224 1.698180 0.336824 -0.3 0.7 -1.0 0.1643
O -4.478894 1.235809 0.687542 -0.7 0.8 0.3 -0.5411
O -3.941950 1.565484 -2.047288 0.2 0.4 -0.4 -0.5681
H -2.201524 2.537605 -1.584993 -0.8 -0.1 0.8 0.0073
H -3.725515 3.335466 -1.075537 -0.1 0.3 0.3 0.3633
H -2.763477 2.403988 1.057960 -0.2 0.4 0.0 0.3427
H -2.515991 0.813701 0.469369 -0.3 0.3 -0.8 -0.3309
H -5.125691 1.978910 0.837087 1.3 -1.0 -0.3 0.3297
H -4.344814 0.795790 -1.647460 -0.1 0.0 0.6 0.2908
C -1.280762 1.166490 -3.971002 0.3 -0.7 0.2 -0.0541
C 0.086979 1.731252 -3.766404 1.5 0.8 -1.0 -0.0824
O 1.066406 0.678570 -3.762908 -0.5 0.2 0.0 -0.5581
O -2.138768 2.247447 -4.045177 -0.3 1.5 -0.2 -0.6133
H -1.406467 0.523761 -3.124402 -1.0 -0.7 0.6 0.0452
H -1.332204 0.593361 -4.912671 0.3 -0.1 0.4 0.3608
H 0.251601 2.378946 -2.861133 -0.7 -0.6 -0.7 -0.0298
H 0.179271 2.353474 -4.683235 0.7 0.1 0.6 0.3163
H 1.793161 0.918660 -3.175265 0.0 0.1 0.1 0.2975
H -3.056989 2.043486 -3.876953 -0.2 -0.6 0.3 0.3278
C -0.773966 2.677992 4.583826 -0.1 -1.5 0.0 -0.6983
C -0.195100 1.299698 4.145759 -0.6 0.9 -1.0 -0.4458
O -0.065630 1.249247 2.690463 -0.5 0.1 0.9 -0.2011
O -0.058589 3.730960 3.982597 0.2 0.2 1.2 -0.6425
H -0.644661 2.690884 5.672821 0.2 0.3 -0.1 0.3887
H -1.873530 2.693214 4.453090 0.5 0.3 -0.5 0.3149
H -0.876862 0.507203 4.460444 0.2 0.0 0.2 0.3648
H 0.786106 1.207588 4.577004 0.4 -0.3 0.2 0.4024
H 0.508319 0.514466 2.446324 0.2 0.1 0.0 0.0289
H -0.548054 4.131511 3.264309 -0.7 0.0 -0.5 0.4122
C 4.446300 -1.111479 -2.540300 -1.4 0.4 -0.4 -0.9780
C 3.196409 -0.773714 -1.693640 1.2 -0.3 -1.1 0.9987
O 3.233240 0.627197 -1.504931 -0.1 0.2 -1.3 -0.6534
O 5.565632 -0.550229 -1.949962 1.3 0.1 0.3 -0.5996
H 4.300675 -0.720373 -3.550696 -0.2 0.4 -0.1 0.3596
H 4.568034 -2.178073 -2.750127 0.2 -0.1 0.8 0.3297
H 3.256959 -1.277205 -0.752040 0.0 -0.4 0.6 -0.0889
H 2.326052 -1.124236 -2.251207 -0.4 0.2 0.1 -0.2475
H 2.929818 0.903462 -0.629091 0.0 0.0 0.5 0.5432
H 5.440988 0.411138 -1.902754 -0.2 -0.5 0.0 0.3422